Entry 1:
{"formula": "C18H17F3N2O7S", "method": "ωB97M-V with the def2-TZVPD basis set", "spin_multiplicity": 1, "smiles": "COc1ccc(NC(=O)COC(=O)CNS(=O)(=O)c2ccc(F)c(F)c2F)cc1OC", "symbols": ["C", "H", "O", "C", "C", "C", "C", "C", "C", "O", "C", "H", "H", "H", "H", "N", "C", "O", "C", "H", "H", "O", "C", "O", "C", "N", "S", "O", "O", "C", "C", "C", "C", "C", "C", "H", "H", "F", "F", "F", "H", "H", "H", "H", "H", "H", "H", "H"], "positions_angstrom": [[-0.117, -5.547, -2.673], [0.964, -5.671, -2.752], [-0.589, -4.510, -3.508], [-0.362, -3.206, -3.199], [-1.187, -2.305, -3.864], [-1.085, -0.943, -3.673], [-0.145, -0.453, -2.779], [0.706, -1.330, -2.120], [0.622, -2.702, -2.322], [1.470, -3.588, -1.729], [2.423, -3.111, -0.805], [2.940, -3.998, -0.443], [3.145, -2.443, -1.284], [1.952, -2.598, 0.037], [1.435, -0.930, -1.439], [-0.057, 0.945, -2.600], [0.496, 1.616, -1.578], [1.000, 1.134, -0.583], [0.454, 3.149, -1.754], [-0.585, 3.493, -1.815], [1.019, 3.461, -2.634], [1.104, 3.716, -0.634], [0.473, 3.527, 0.532], [-0.685, 3.206, 0.618], [1.422, 3.689, 1.703], [1.864, 2.378, 2.127], [0.937, 1.592, 3.263], [1.735, 0.552, 3.823], [0.392, 2.591, 4.129], [-0.434, 0.838, 2.364], [-0.218, -0.278, 1.579], [-1.275, -0.850, 0.876], [-2.531, -0.258, 0.954], [-2.749, 0.859, 1.742], [-1.693, 1.398, 2.453], [-1.818, 2.265, 3.081], [-3.736, 1.290, 1.783], [-3.546, -0.790, 0.259], [-1.090, -1.958, 0.147], [0.994, -0.828, 1.491], [2.152, 1.767, 1.376], [2.287, 4.288, 1.409], [0.913, 4.131, 2.562], [-0.532, 1.484, -3.312], [-1.741, -0.269, -4.204], [-1.921, -2.712, -4.541], [-0.615, -6.448, -3.032], [-0.387, -5.372, -1.630]], "forces_ev_per_a": [[0.09, -0.42, 0.17], [-0.14, -0.01, 0.02], [0.08, 0.22, -0.20], [-0.03, 0.19, 0.04], [0.22, -0.16, 0.17], [0.12, 0.08, 0.19], [-0.03, -0.41, -0.03], [0.12, 0.03, 0.03], [-0.16, -0.03, -0.26], [-0.31, -0.02, -0.25], [0.18, 0.06, 0.15], [0.01, 0.09, 0.00], [-0.03, -0.01, 0.02], [-0.02, 0.01, -0.03], [0.05, -0.02, 0.07], [-0.18, 0.00, -0.32], [-0.04, 0.66, -0.02], [0.21, -0.29, -0.14], [-0.16, -0.17, 0.19], [0.15, -0.06, -0.07], [-0.07, -0.04, 0.08], [0.33, 0.17, -0.40], [-0.47, 0.16, 0.42], [0.23, 0.33, -0.14], [-0.15, 0.31, -0.14], [-0.22, -0.44, 0.72], [-0.03, -0.35, -0.13], [0.08, -0.17, -0.32], [-0.22, 0.27, -0.22], [0.69, 0.18, 0.48], [-0.27, -0.22, -0.12], [0.01, 0.01, 0.03], [0.13, 0.07, 0.10], [0.10, -0.15, -0.04], [-0.12, -0.13, 0.04], [-0.09, 0.10, 0.01], [-0.10, 0.02, 0.00], [0.22, -0.03, 0.06], [-0.03, 0.21, 0.19], [-0.15, -0.06, -0.11], [0.08, -0.21, -0.09], [-0.12, -0.05, 0.10], [0.03, 0.18, -0.28], [0.14, 0.05, 0.15], [-0.11, 0.08, -0.06], [-0.09, -0.07, -0.08], [0.03, 0.05, 0.06], [0.01, -0.02, -0.03]]}

=====

Entry 2:
{"formula": "C3H9N3P", "method": "ωB97M-V with the def2-TZVPD basis set", "e_above_lowest_kcal_mol": 69.9, "spin_multiplicity": 1, "total_charge": 1, "smiles": "C1C[N+]12CNNP2", "symbols": ["C", "C", "C", "N", "N", "N", "P", "H", "H", "H", "H", "H", "H", "H", "H", "H"], "positions_angstrom": [[1.480, -0.839, -0.853], [0.943, 0.489, -1.015], [0.148, -0.046, 1.315], [-0.914, 0.921, 1.287], [0.276, -0.432, -0.157], [-1.916, 0.251, 0.466], [-1.410, -1.020, -0.592], [1.454, -1.581, -1.651], [2.363, -0.821, -0.277], [1.520, 1.265, -0.474], [0.588, 0.839, -2.096], [1.048, 0.198, 1.982], [-0.377, -0.899, 1.838], [-0.861, 1.844, 0.891], [-2.709, -0.007, 1.094], [-1.631, -0.164, -1.757]], "forces_ev_per_a": [[1.12, -0.93, -0.76], [1.02, 3.40, -3.36], [-0.89, 0.08, 1.74], [-1.01, -1.35, -0.54], [-0.74, -0.80, 0.53], [-2.05, -0.05, 2.05], [-0.37, 1.42, -0.17], [-0.42, 0.11, 0.38], [0.75, -0.63, 0.83], [-0.66, -0.34, -0.41], [0.07, -0.91, 2.84], [-0.79, -0.03, -1.88], [1.05, 0.41, -0.69], [1.13, 0.27, -0.03], [0.95, 0.18, -0.78], [0.83, -0.83, 0.24]]}

=====

Entry 3:
{"formula": "H64O32", "method": "ωB97M-V with the def2-TZVPD basis set", "e_above_lowest_kcal_mol": 74.5, "spin_multiplicity": 1, "symbols": ["O", "H", "H", "O", "H", "H", "O", "H", "H", "O", "H", "H", "O", "H", "H", "O", "H", "H", "O", "H", "H", "O", "H", "H", "O", "H", "H", "O", "H", "H", "O", "H", "H", "O", "H", "H", "O", "H", "H", "O", "H", "H", "O", "H", "H", "O", "H", "H", "O", "H", "H", "O", "H", "H", "O", "H", "H", "O", "H", "H", "O", "H", "H", "O", "H", "H", "O", "H", "H", "O", "H", "H", "O", "H", "H", "O", "H", "H", "O", "H", "H", "O", "H", "H", "O", "H", "H", "O", "H", "H", "O", "H", "H", "O", "H", "H"], "positions_angstrom": [[2.762, 1.540, -2.480], [2.061, 1.469, -1.831], [2.362, 1.248, -3.299], [2.862, -4.362, 0.157], [2.916, -4.223, -0.788], [2.875, -3.481, 0.531], [0.087, -2.826, 2.828], [0.917, -2.714, 2.363], [-0.234, -3.682, 2.543], [0.595, -5.305, 1.161], [1.476, -4.991, 0.957], [0.134, -5.289, 0.322], [-2.891, -0.663, 0.252], [-2.582, -1.086, 1.054], [-3.598, -0.087, 0.541], [1.558, 0.718, -4.734], [0.693, 1.106, -4.867], [1.836, 0.448, -5.609], [-2.196, -3.078, -3.674], [-2.988, -3.479, -3.315], [-2.022, -2.332, -3.099], [-1.032, 1.399, 2.452], [-1.922, 1.702, 2.272], [-0.617, 2.130, 2.909], [3.906, -0.943, -4.007], [4.232, -1.099, -4.894], [3.138, -0.385, -4.129], [4.229, 0.655, 2.079], [5.181, 0.618, 2.178], [4.054, 0.181, 1.266], [-0.119, -4.753, -1.536], [0.015, -3.818, -1.688], [-1.049, -4.895, -1.718], [5.047, 2.924, -1.882], [4.240, 2.565, -2.251], [4.800, 3.795, -1.570], [4.282, -0.362, -0.767], [3.964, -0.072, -1.622], [5.209, -0.555, -0.909], [-4.069, 2.227, 2.375], [-4.691, 1.610, 1.991], [-4.155, 2.098, 3.320], [-4.687, -0.993, 4.176], [-3.780, -1.121, 3.897], [-4.755, -0.053, 4.345], [-2.087, -1.264, 3.058], [-1.739, -0.437, 2.723], [-1.362, -1.883, 2.969], [-3.375, 4.889, 2.459], [-3.182, 3.998, 2.169], [-2.605, 5.397, 2.202], [-0.322, 3.967, 3.065], [-0.435, 4.249, 2.158], [0.151, 4.687, 3.483], [0.607, -3.650, -4.153], [-0.307, -3.378, -4.065], [1.069, -3.163, -3.471], [-1.241, 1.281, 5.964], [-0.614, 0.596, 5.730], [-1.625, 0.982, 6.789], [2.961, -3.093, -2.599], [3.426, -3.694, -3.182], [3.319, -2.231, -2.808], [0.306, -0.216, 0.457], [0.586, 0.461, -0.158], [-0.248, 0.245, 1.087], [0.346, 1.919, -1.206], [0.454, 2.742, -1.684], [-0.524, 1.608, -1.458], [-3.792, 1.719, 5.063], [-4.016, 1.786, 5.991], [-2.837, 1.783, 5.041], [2.499, -1.724, 0.829], [1.763, -1.128, 0.689], [3.175, -1.417, 0.226], [0.375, 4.216, -3.263], [0.485, 4.153, -4.212], [-0.468, 4.655, -3.148], [-4.889, -2.725, -0.287], [-4.133, -2.139, -0.254], [-4.960, -3.075, 0.601], [-2.060, 0.904, -1.766], [-2.909, 0.835, -2.204], [-2.143, 0.345, -0.993], [-0.573, -1.492, -1.921], [-0.708, -0.765, -2.530], [-0.436, -1.071, -1.073], [-0.029, 5.253, 0.552], [0.456, 5.585, -0.204], [-0.931, 5.173, 0.242], [-1.269, 1.743, -4.612], [-1.643, 2.565, -4.929], [-1.610, 1.651, -3.723], [3.208, -1.052, 3.977], [2.391, -1.328, 3.562], [3.452, -0.249, 3.516]], "forces_ev_per_a": [[0.75, -0.15, 0.25], [-0.36, 0.07, 0.35], [-0.26, 0.10, -0.52], [0.57, -0.71, 0.20], [-0.12, 0.16, -0.42], [-0.13, 0.62, 0.12], [-0.31, 0.49, 0.45], [0.30, -0.03, -0.35], [0.24, -0.79, -0.37], [-1.12, -0.29, 1.34], [0.66, 0.07, -0.52], [0.05, 0.13, -0.53], [-0.12, 0.31, -0.77], [0.35, -0.47, 0.88], [-0.33, 0.13, 0.25], [0.30, -0.19, -0.25], [-0.79, 0.23, 0.17], [0.08, -0.12, -0.31], [-0.15, -0.02, -0.37], [-0.24, -0.21, 0.02], [0.20, 0.16, 0.49], [-0.18, -0.95, -0.52], [-0.64, 0.23, -0.04], [0.51, 0.60, 0.37], [0.31, 0.18, 0.11], [0.22, -0.19, -0.17], [-0.37, 0.14, 0.07], [0.00, 0.53, 0.28], [0.24, 0.04, 0.06], [-0.13, -0.15, -0.40], [-0.05, -0.42, 0.44], [0.07, 0.35, -0.09], [-0.21, -0.02, -0.24], [0.67, 0.28, 0.08], [-0.52, -0.37, -0.09], [0.05, 0.17, 0.11], [0.11, -0.29, 0.35], [-0.26, 0.52, -0.44], [0.30, -0.07, 0.01], [0.45, -0.19, -0.95], [-0.26, -0.06, -0.10], [-0.09, 0.06, 1.00], [-0.77, -0.17, -0.12], [0.63, -0.15, -0.12], [0.14, 0.23, 0.26], [-1.28, 0.36, -0.48], [0.43, 0.62, 0.42], [1.04, -0.68, 0.08], [-0.02, 0.45, -0.19], [-0.28, -0.47, 0.05], [0.17, 0.27, 0.19], [-0.26, -0.29, 0.32], [0.40, 0.12, -0.36], [0.15, 0.07, 0.19], [0.20, 0.13, -0.59], [-0.49, -0.19, -0.06], [0.48, 0.03, 0.25], [0.01, 0.36, -0.04], [0.23, -0.24, -0.23], [-0.03, -0.13, 0.29], [-0.38, -0.48, 0.65], [0.01, -0.20, -0.24], [0.28, 0.32, -0.24], [-0.21, -0.80, -0.44], [0.30, 0.67, -0.09], [-0.18, 0.54, 0.71], [0.48, 0.09, 0.32], [0.24, 0.49, -0.31], [-0.62, -0.08, -0.23], [-0.75, 0.15, -0.32], [-0.23, 0.09, 0.12], [0.83, -0.21, 0.13], [0.19, -0.51, 0.63], [-0.68, 0.21, 0.04], [0.52, 0.12, -0.42], [0.00, -0.05, 0.44], [0.22, -0.11, -0.25], [-0.24, 0.22, 0.02], [-0.31, -0.15, -0.33], [0.36, 0.22, 0.02], [-0.08, -0.14, 0.24], [-0.06, 0.88, -1.03], [-0.32, -0.04, -0.08], [-0.18, -0.83, 0.92], [-0.05, -0.61, -0.68], [0.12, 0.24, -0.19], [0.21, 0.04, 0.84], [-0.19, -0.03, 0.12], [0.33, 0.07, -0.14], [-0.33, 0.04, -0.20], [0.26, -0.09, -0.28], [-0.11, 0.16, -0.23], [0.07, -0.15, 0.45], [-0.21, -0.39, 0.83], [-0.08, -0.13, -0.12], [0.24, 0.29, -0.51]]}

=====

Entry 4:
{"formula": "C7H10O2", "method": "ωB97M-V with the def2-TZVPD basis set", "e_above_lowest_kcal_mol": 35.1, "spin_multiplicity": 1, "smiles": "C=C(C)C(=C)C.O=C=O", "symbols": ["C", "C", "C", "C", "C", "C", "C", "O", "O", "H", "H", "H", "H", "H", "H", "H", "H", "H", "H"], "positions_angstrom": [[-3.122, -0.002, 0.202], [-0.293, -0.793, 1.725], [0.075, -0.699, 0.455], [-0.721, 0.118, -1.732], [-0.241, 0.410, -0.531], [1.220, -1.389, -0.173], [0.093, 1.765, -0.091], [-3.044, -0.646, -0.715], [-3.106, 0.596, 1.179], [0.167, -1.601, 2.375], [-0.991, -0.214, 2.189], [-0.704, 0.836, -2.410], [-1.076, -0.836, -2.033], [2.111, -0.885, 0.102], [1.247, -2.396, 0.252], [1.098, -1.438, -1.326], [-0.354, 1.889, 0.833], [-0.250, 2.505, -0.733], [1.079, 1.812, 0.077]], "forces_ev_per_a": [[0.42, 0.69, 1.89], [2.24, -2.96, -0.23], [0.14, 2.03, -0.94], [0.63, -1.73, 2.76], [-1.30, -1.33, 0.27], [-0.81, -2.52, -1.35], [-1.91, -1.19, -0.64], [-0.82, -2.27, -3.23], [-0.38, 1.36, 1.48], [-0.56, 0.99, -0.89], [-1.82, 1.63, 0.97], [-0.42, 3.25, -3.15], [0.09, -0.76, -0.11], [1.07, 0.53, -0.04], [0.48, -0.15, -0.25], [0.46, -0.07, 2.20], [-1.05, 0.55, 2.06], [-0.43, 1.38, -1.32], [3.96, 0.56, 0.52]]}

=====

Q: Which highest occupied orbital energy values were calculated for the entries above? A: -8.018, -13.545, -9.648, -8.953, in eV.